1.
87
Properties=species:S:1:pos:R:3:forces:R:3:mulliken_charge:R:1 method="wB97M-V/def2-TZVPD" total_energy_ev=-155183.4174 spin_multiplicity=1 gap_ha=0.282 e_lumo_ha=-0.026 homo_energy_ev=-8.37
N 0.046794 5.343423 -3.659913 -8.54 -8.46 -0.20 -0.554
C -0.880311 4.444449 -3.661711 6.20 4.70 0.54 -0.478
C -1.906788 3.148203 -3.577226 -0.57 0.36 -0.73 0.236
S -2.272203 2.700978 -5.400382 -0.01 0.46 -0.26 -0.087
C -3.398567 3.540651 -2.951467 -0.06 1.26 0.20 -0.118
C -3.605348 5.158547 -3.246429 -3.12 1.70 -6.90 0.265
O -4.108868 5.566747 -4.441329 3.50 -2.96 8.31 -0.499
Br -3.158689 6.608709 -1.915166 -0.31 -1.87 -1.16 -0.083
C -1.244198 1.801502 -2.922746 -1.73 -1.47 0.18 1.576
C -2.190378 0.533604 -3.470649 -4.75 -6.68 -3.55 -0.128
N -2.910310 -0.456391 -3.955157 6.82 9.35 4.72 -0.620
C -1.291301 1.706469 -1.291520 -0.98 -0.37 0.39 -1.164
C -1.052735 3.100502 -0.478558 0.29 -0.03 1.33 -0.116
C 0.501669 3.449169 -0.095794 -0.73 1.65 -1.06 -0.506
S 1.489030 2.029062 0.621691 -0.16 0.23 -0.28 -0.303
P 0.530101 1.398087 -3.499445 6.14 0.47 0.74 0.753
O 1.669810 2.282172 -2.858185 -4.78 -2.70 -2.30 -0.611
O 0.858949 -0.266766 -2.973284 -0.59 2.31 -3.18 -0.465
O 0.773728 1.405377 -5.222535 -2.06 -1.23 2.72 -0.510
H -3.535158 2.087246 -5.443306 1.25 0.71 0.83 0.191
H -3.493860 3.338649 -1.803601 0.32 0.38 -2.25 0.290
H -4.255613 2.996943 -3.569398 2.03 1.22 1.49 0.469
H -2.391403 1.337056 -1.011056 2.43 0.72 -0.73 0.373
H -0.582276 0.814064 -0.979083 -1.42 2.06 -0.37 0.234
H -1.507799 4.063183 -0.973616 0.86 -1.97 0.65 -0.112
H -1.626970 2.982812 0.562251 1.21 0.04 -2.34 0.340
H 1.036911 4.005132 -1.006839 -1.06 -1.62 1.95 0.168
H 0.449947 4.279894 0.760733 0.28 -2.08 -1.67 0.427
H 1.462116 0.901602 -0.213950 -0.32 1.59 0.22 0.139
H 1.303250 -0.707590 -3.781347 -0.97 0.92 1.84 0.311
H 0.089568 0.837973 -5.693329 0.91 1.00 0.77 0.355
O 0.868860 7.341675 -0.834162 1.36 1.35 -1.12 -0.580
C 1.467936 8.048499 -1.641657 -1.02 -0.78 0.99 0.698
O 2.568630 8.740100 -1.260441 0.10 -0.46 0.36 -0.357
C 3.453131 9.427858 -2.164034 -0.11 0.15 -0.05 -0.380
C 2.956660 10.832206 -2.442199 -0.24 0.14 -0.03 -0.924
C 0.943224 8.241137 -3.031787 0.03 -0.48 -0.58 -0.413
H 3.613703 8.849455 -3.077840 -0.16 0.03 0.07 0.357
H 4.424541 9.484553 -1.661501 -0.29 -0.19 0.12 0.298
H 1.981942 10.823443 -2.937913 0.15 -0.03 -0.04 0.267
H 3.663252 11.372634 -3.078400 -0.05 -0.06 0.07 0.347
H 2.830630 11.386616 -1.506734 0.13 -0.11 -0.10 0.288
H 0.215567 9.055254 -3.034972 0.10 0.01 0.02 0.240
H 0.447475 7.315298 -3.346469 0.08 0.58 0.32 0.026
H 1.719923 8.433062 -3.772116 -0.05 0.24 0.08 0.294
O -1.110522 -0.093484 1.594885 0.76 -1.87 0.09 -0.617
C -0.396113 -1.061073 1.847731 -0.89 1.02 0.01 0.761
O -0.772095 -2.306206 1.468991 -0.33 0.62 -0.45 -0.373
C 0.074472 -3.468560 1.532979 0.15 -0.30 0.22 -0.396
C -0.000958 -4.117627 2.900120 -0.15 0.07 0.30 -0.668
C 0.851142 -0.903163 2.662786 0.77 0.23 -0.37 -0.657
H 1.099256 -3.228818 1.236811 -0.08 0.09 0.19 0.305
H -0.306382 -4.169346 0.782486 -0.15 0.32 0.06 0.379
H 0.363141 -3.447745 3.684067 0.09 -0.14 -0.18 0.274
H 0.593951 -5.034977 2.925403 -0.07 0.18 -0.03 0.228
H -1.037690 -4.363816 3.150970 0.03 -0.04 -0.21 0.144
H 0.600021 -0.958108 3.724011 0.03 -0.06 -0.09 0.240
H 1.284037 0.080660 2.446773 -0.39 -0.13 0.21 0.132
H 1.626498 -1.631636 2.425437 -0.19 -0.17 0.26 0.304
O -2.148768 -7.781415 -0.007569 -1.55 1.37 1.12 -0.589
C -3.099261 -7.222153 0.534952 1.46 -0.83 -0.54 0.732
O -2.919522 -6.050992 1.191639 0.39 -0.05 -0.46 -0.294
C -3.986742 -5.218501 1.681368 -0.09 0.02 0.21 -0.423
C -4.421683 -5.655679 3.065475 -0.03 -0.24 0.13 -0.975
C -4.451766 -7.865910 0.569650 -0.58 -0.02 -0.64 -0.955
H -4.817343 -5.181028 0.971386 0.08 -0.14 0.04 0.407
H -3.584027 -4.201597 1.737200 0.18 -0.27 -0.16 0.306
H -4.824349 -6.672384 3.058169 -0.05 0.13 -0.03 0.281
H -5.188529 -4.982925 3.459732 0.09 -0.05 -0.06 0.372
H -3.569251 -5.658162 3.752281 -0.09 0.11 -0.13 0.283
H -4.509924 -8.541172 1.425758 -0.01 0.09 -0.06 0.248
H -4.584449 -8.443418 -0.352765 0.21 -0.01 0.34 0.304
H -5.276728 -7.154089 0.600165 0.06 -0.05 0.25 0.317
O 2.867354 -3.646771 3.415473 1.21 -1.97 0.19 -0.510
C 3.581763 -4.614360 3.668319 -1.04 1.17 -0.13 0.837
O 3.205780 -5.859494 3.289579 -0.21 0.50 -0.41 -0.338
C 4.052347 -7.021847 3.353567 0.04 -0.18 0.19 -0.408
C 3.976918 -7.670914 4.720708 -0.04 0.08 0.26 -0.976
C 4.829018 -4.456450 4.483374 0.74 0.30 -0.29 -1.175
H 5.077132 -6.782104 3.057399 -0.10 0.10 0.10 0.348
H 3.671493 -7.722633 2.603073 -0.11 0.36 0.05 0.330
H 4.341016 -7.001031 5.504656 0.07 -0.09 -0.10 0.272
H 4.571826 -8.588265 4.745991 -0.07 0.10 -0.03 0.371
H 2.940185 -7.917104 4.971559 0.14 -0.02 -0.14 0.295
H 4.577896 -4.511396 5.544600 0.02 -0.03 -0.09 0.276
H 5.261912 -3.472627 4.267362 -0.32 -0.16 0.19 0.318
H 5.604374 -5.184923 4.246026 -0.15 -0.11 0.19 0.361

---

2.
15
Properties=species:S:1:pos:R:3:forces:R:3:mulliken_charge:R:1 method="wB97M-V/def2-TZVPD" e_above_lowest_kcal_mol=149.39 total_energy_ev=-7829.2104 spin_multiplicity=1 charge=+1 gap_ha=0.273 e_lumo_ha=-0.201 homo_energy_ev=-12.91
C -0.385694 0.009046 1.524558 0.94 2.75 3.35 -0.665
C 0.636350 0.069261 0.428148 2.59 0.10 -0.17 0.064
C -0.980261 -1.874204 0.194150 2.85 5.17 -1.75 -0.076
C 0.359923 0.542306 -1.032039 -1.48 -6.16 3.54 0.488
C 0.047664 -0.804299 -0.611850 -0.69 1.88 -0.49 -0.381
C 0.773348 1.515649 -1.992348 2.51 0.53 -1.04 -0.989
N -1.136324 -1.231404 1.310718 -0.27 -2.87 1.36 -0.053
H 0.061076 0.074139 2.627030 -0.53 -1.00 -2.31 0.316
H -1.058666 0.885052 1.691850 -0.20 -0.73 -0.97 0.306
H 1.785190 -0.033542 0.734540 -2.57 -0.06 -0.42 0.292
H -1.360481 -2.774647 -0.242861 -0.40 -0.49 0.54 0.418
H 1.108444 0.942425 -2.916071 -0.25 0.78 1.06 0.296
H 1.617775 2.201714 -1.600101 -1.17 -1.40 -0.54 0.317
H 0.022890 2.179371 -2.317049 -1.27 0.72 -0.39 0.330
H -1.491236 -1.700867 2.201325 -0.07 0.77 -1.77 0.335